# 1
{
  "formula": "C81H189B2F8N9O12",
  "method": "ωB97M-V/def2-TZVPD",
  "symbols": ["C", "C", "N", "C", "C", "C", "C", "C", "O", "C", "H", "H", "H", "H", "H", "H", "H", "H", "H", "H", "H", "H", "H", "H", "H", "H", "H", "H", "H", "H", "C", "C", "N", "C", "C", "C", "C", "C", "O", "C", "H", "H", "H", "H", "H", "H", "H", "H", "H", "H", "H", "H", "H", "H", "H", "H", "H", "H", "H", "H", "C", "C", "N", "C", "C", "C", "C", "C", "O", "C", "H", "H", "H", "H", "H", "H", "H", "H", "H", "H", "H", "H", "H", "H", "H", "H", "H", "H", "H", "H", "C", "C", "N", "C", "C", "C", "C", "C", "O", "C", "H", "H", "H", "H", "H", "H", "H", "H", "H", "H", "H", "H", "H", "H", "H", "H", "H", "H", "H", "H", "C", "C", "N", "C", "C", "C", "C", "C", "O", "C", "H", "H", "H", "H", "H", "H", "H", "H", "H", "H", "H", "H", "H", "H", "H", "H", "H", "H", "H", "H", "C", "C", "N", "C", "C", "C", "C", "C", "O", "C", "H", "H", "H", "H", "H", "H", "H", "H", "H", "H", "H", "H", "H", "H", "H", "H", "H", "H", "H", "H", "C", "C", "C", "N", "C", "C", "C", "C", "C", "C", "H", "H", "H", "H", "H", "H", "H", "H", "H", "H", "H", "H", "H", "H", "H", "H", "H", "H", "H", "H", "C", "C", "C", "N", "C", "C", "C", "C", "C", "C", "H", "H", "H", "H", "H", "H", "H", "H", "H", "H", "H", "H", "H", "H", "H", "H", "H", "H", "H", "H", "C", "C", "C", "N", "C", "C", "C", "C", "C", "C", "H", "H", "H", "H", "H", "H", "H", "H", "H", "H", "H", "H", "H", "H", "H", "H", "H", "H", "H", "H", "C", "C", "O", "O", "H", "H", "H", "C", "C", "O", "O", "H", "H", "H", "C", "C", "O", "O", "H", "H", "H", "B", "F", "F", "F", "F", "B", "F", "F", "F", "F"],
  "xyz": [[22.23950, 15.06063, 17.83126], [21.11668, 15.11156, 16.78851], [21.23700, 14.04984, 15.72769], [22.55125, 14.20459, 15.02171], [21.12130, 12.65372, 16.36735], [20.90005, 11.55347, 15.37800], [20.17471, 14.26311, 14.74343], [18.72912, 14.18561, 15.09174], [18.34762, 15.44484, 15.58912], [16.94462, 15.52847, 15.52768], [22.00034, 15.92626, 18.43510], [23.22931, 15.28425, 17.39506], [22.35010, 14.06994, 18.26195], [21.04068, 16.06250, 16.23557], [20.09349, 14.92007, 17.17592], [23.34668, 13.91513, 15.70107], [22.62884, 15.22397, 14.64124], [22.68880, 13.53624, 14.16576], [20.23593, 12.66427, 17.02694], [22.00810, 12.57940, 16.98755], [21.00102, 10.66316, 15.99816], [21.62837, 11.47425, 14.57226], [19.89591, 11.53211, 14.96321], [20.38212, 13.61781, 13.89119], [20.30373, 15.31257, 14.48665], [18.48819, 13.44123, 15.84823], [18.29533, 14.09815, 14.08885], [16.65653, 16.45771, 16.04826], [16.50005, 14.71661, 16.09232], [16.65402, 15.69714, 14.50066], [16.98534, 23.62809, 23.65261], [16.10313, 22.37782, 23.47430], [14.72831, 22.69921, 22.95500], [14.84134, 23.13029, 21.55729], [13.95935, 21.42081, 22.88435], [12.52002, 21.54567, 22.38816], [14.02894, 23.85108, 23.57893], [13.78262, 23.54817, 25.10373], [12.68823, 22.67606, 25.30473], [12.75094, 21.88495, 26.49089], [17.14207, 24.13547, 22.69694], [17.98396, 23.36621, 23.98624], [16.49859, 24.29454, 24.37039], [16.01151, 21.80066, 24.40590], [16.54338, 21.75131, 22.69545], [15.44456, 24.03110, 21.57915], [13.89553, 23.22211, 21.02742], [15.37164, 22.44705, 20.87322], [14.00350, 21.07451, 23.92378], [14.56815, 20.83529, 22.20033], [12.15599, 20.52260, 22.31848], [12.51074, 21.99026, 21.41155], [11.95870, 22.15523, 23.10275], [13.03144, 24.10038, 23.11607], [14.53284, 24.81804, 23.49841], [13.52211, 24.48760, 25.59028], [14.72994, 23.13852, 25.47504], [12.88541, 22.41192, 27.43769], [13.55142, 21.15968, 26.38042], [11.84746, 21.25633, 26.53607], [10.40063, 14.42920, 26.31796], [9.56540, 13.43195, 25.51856], [10.24426, 12.17142, 25.11112], [9.20946, 11.31249, 24.44812], [11.32511, 12.50971, 24.12672], [11.99482, 11.36118, 23.43193], [10.92625, 11.48746, 26.26937], [10.00918, 10.97996, 27.34530], [9.36776, 11.99087, 28.03607], [8.55380, 11.51493, 29.11119], [10.52066, 13.89934, 27.26042], [9.74525, 15.30012, 26.45966], [11.36207, 14.71078, 25.84057], [9.23965, 13.87233, 24.55708], [8.61541, 13.13432, 25.97001], [9.62072, 10.31542, 24.26744], [8.82104, 11.79178, 23.55606], [8.48708, 11.06677, 25.22017], [12.07474, 13.03974, 24.71580], [10.80526, 13.11235, 23.39627], [11.31656, 10.70919, 22.89857], [12.65185, 10.72585, 24.01959], [12.71258, 11.84225, 22.75998], [11.60772, 12.23264, 26.67446], [11.41120, 10.57938, 25.92430], [10.72330, 10.42734, 27.95866], [9.30741, 10.24746, 26.94153], [9.17144, 11.13888, 29.91629], [7.89638, 10.72482, 28.73945], [7.96425, 12.37805, 29.39722], [13.31908, 9.44713, 13.23321], [13.38558, 10.68830, 14.21833], [14.23849, 10.39448, 15.42979], [13.65813, 9.23776, 16.27100], [15.65966, 10.00833, 15.09054], [16.27195, 10.85178, 14.03007], [14.18544, 11.62264, 16.21280], [13.27070, 11.73053, 17.43513], [11.91361, 11.62335, 17.02377], [11.07791, 11.59970, 18.16564], [13.80298, 9.71273, 12.27394], [12.28480, 9.18580, 13.09858], [13.85412, 8.52568, 13.48887], [12.42898, 10.92540, 14.66756], [13.93735, 11.45984, 13.70292], [14.29890, 9.22499, 17.14749], [13.65906, 8.32561, 15.68031], [12.67752, 9.59974, 16.52612], [15.57896, 8.97233, 14.75464], [16.17112, 10.02546, 16.05404], [16.40008, 11.88972, 14.34726], [15.77048, 10.84792, 13.07108], [17.32418, 10.55511, 13.92407], [13.94631, 12.45950, 15.55544], [15.17966, 11.83761, 16.60463], [13.50055, 12.73028, 17.79801], [13.57095, 11.05388, 18.23715], [11.37492, 10.82738, 18.87104], [10.04893, 11.41500, 17.84292], [11.10517, 12.56857, 18.66257], [17.04370, 15.44786, 30.35290], [16.16633, 16.00507, 29.27268], [14.69814, 15.90716, 29.56734], [14.28071, 16.62796, 30.86808], [14.01793, 16.41600, 28.41481], [14.39599, 17.85525, 27.98614], [14.44048, 14.43540, 29.57531], [12.95994, 14.05923, 29.51915], [12.21943, 14.61352, 30.63169], [10.78215, 14.78382, 30.40702], [16.91205, 15.79180, 31.37348], [18.07185, 15.69253, 30.07037], [17.01919, 14.35168, 30.42120], [16.33794, 15.51750, 28.31062], [16.24341, 17.08943, 29.08174], [14.65295, 17.63045, 30.70738], [14.71944, 16.06302, 31.67384], [13.19614, 16.54607, 30.87355], [12.93920, 16.41805, 28.57338], [14.21056, 15.76546, 27.56095], [14.41966, 18.61124, 28.78438], [13.54800, 18.27341, 27.44179], [15.35600, 17.81725, 27.49336], [14.97442, 14.10298, 30.46012], [14.86248, 14.06417, 28.62288], [12.88577, 12.97165, 29.46643], [12.59119, 14.45902, 28.57798], [10.67758, 15.43645, 29.53750], [10.36794, 15.24661, 31.29465], [10.23872, 13.86345, 30.13466], [13.37482, 17.57143, 24.28154], [13.47141, 16.22363, 23.69099], [14.16636, 16.18693, 22.34475], [13.33681, 16.98876, 21.38046], [15.51038, 16.89876, 22.44804], [16.57913, 16.17456, 23.21948], [14.27736, 14.71103, 21.99591], [14.72078, 14.48530, 20.60632], [15.92871, 15.10163, 20.30381], [16.16198, 15.17437, 18.90281], [14.35445, 18.01576, 24.46946], [12.72334, 17.43683, 25.14033], [12.86817, 18.30410, 23.66176], [12.54042, 15.73662, 23.38710], [14.00242, 15.52079, 24.32267], [13.90519, 17.00959, 20.44724], [13.30095, 18.03191, 21.70477], [12.37172, 16.50741, 21.38786], [15.29806, 17.86419, 22.89511], [15.84843, 17.03904, 21.42639], [16.30429, 15.86347, 24.23531], [17.39134, 16.89567, 23.26914], [16.83447, 15.24361, 22.71474], [13.26562, 14.34956, 22.14945], [14.99900, 14.30465, 22.69888], [13.94868, 14.72202, 19.86549], [14.80051, 13.40556, 20.45246], [16.18390, 14.21577, 18.36390], [17.14329, 15.63176, 18.76881], [15.43775, 15.82603, 18.40729], [20.65278, 21.26686, 25.75806], [20.36680, 19.80946, 25.59019], [20.89920, 19.07876, 26.85249], [20.60345, 17.59177, 26.98557], [19.22584, 17.27862, 26.37430], [18.92862, 15.77133, 26.43377], [20.02929, 15.00360, 25.67301], [21.33145, 15.35076, 26.25374], [21.67319, 16.87265, 26.26202], [20.66511, 17.31693, 28.46792], [21.68578, 21.52079, 25.99108], [20.15896, 21.77920, 26.58775], [20.40664, 21.63638, 24.77355], [20.78561, 19.45211, 24.64355], [19.28920, 19.68266, 25.45183], [20.47061, 19.57912, 27.72456], [21.96952, 19.14148, 27.00569], [19.38165, 17.49509, 25.31773], [18.55764, 17.99189, 26.87049], [17.95286, 15.54313, 25.99769], [18.87088, 15.37625, 27.46108], [19.94437, 15.40265, 24.65971], [19.86199, 13.92794, 25.78622], [22.14745, 14.92855, 25.66807], [21.31658, 14.95573, 27.27143], [21.60411, 17.25875, 25.24227], [22.54023, 17.11826, 26.87959], [19.83701, 17.87960, 28.88999], [21.63355, 17.72506, 28.76732], [20.65379, 16.28028, 28.80416], [18.58520, 19.94062, 21.50860], [18.56879, 19.34788, 20.08090], [19.49687, 20.20675, 19.25920], [19.66851, 19.69741, 17.86976], [20.36352, 20.80119, 17.05164], [20.53390, 20.41692, 15.61692], [19.16959, 20.11633, 14.93630], [18.53440, 19.01561, 15.71623], [18.36882, 19.40482, 17.20571], [20.56200, 18.50088, 17.93731], [19.57687, 19.73748, 21.95023], [17.80405, 19.52925, 22.14593], [18.41963, 21.02355, 21.44962], [17.56817, 19.35452, 19.64565], [18.92372, 18.32809, 20.15808], [20.51039, 20.33640, 19.64674], [19.03481, 21.19362, 19.14394], [19.75646, 21.70351, 17.17422], [21.28284, 21.03978, 17.59115], [21.00812, 21.25735, 15.10810], [21.16196, 19.54579, 15.45745], [18.53827, 21.00597, 14.85887], [19.29682, 19.77034, 13.90526], [17.52649, 18.85374, 15.34152], [19.13599, 18.13216, 15.54735], [17.73881, 20.28758, 17.27403], [17.86396, 18.63915, 17.78467], [20.02306, 17.67821, 18.40779], [21.38300, 18.86921, 18.53327], [20.90117, 18.20553, 16.94889], [11.43317, 17.53317, 17.96229], [12.20024, 17.63880, 16.55644], [11.65580, 18.89076, 15.87433], [12.20866, 19.14068, 14.49729], [11.57878, 20.38701, 14.02218], [11.99751, 20.73769, 12.58212], [11.66128, 19.58554, 11.64411], [12.22507, 18.29012, 12.12465], [11.77492, 18.00124, 13.58298], [13.68290, 19.28966, 14.62751], [10.35313, 17.47586, 17.79080], [11.70658, 18.28527, 18.69141], [11.72447, 16.54210, 18.30958], [11.86514, 16.75188, 16.02579], [13.23216, 17.84336, 16.83038], [11.90340, 19.74768, 16.50347], [10.56705, 18.89247, 15.82459], [10.50266, 20.23873, 14.09676], [11.91262, 21.20327, 14.66360], [11.44068, 21.63899, 12.29433], [13.05802, 20.96408, 12.60641], [10.57342, 19.53138, 11.51733], [12.00101, 19.76102, 10.62520], [11.92475, 17.41893, 11.52524], [13.31425, 18.32028, 12.01407], [10.68014, 18.05150, 13.63868], [12.21045, 17.10691, 14.02642], [13.83612, 20.07071, 15.37114], [14.09544, 19.60706, 13.68217], [14.14526, 18.38968, 15.02554], [17.90643, 11.73707, 19.95264], [17.18144, 11.36118, 18.66929], [17.71920, 11.67033, 17.56517], [16.05671, 10.80702, 18.84328], [17.06181, 12.14906, 20.51417], [18.67956, 12.50911, 19.89309], [18.25010, 10.89357, 20.54259], [15.93992, 12.61446, 24.93638], [15.18942, 13.33560, 25.98619], [15.75514, 14.30284, 26.57136], [14.06922, 12.85666, 26.29313], [16.70526, 13.16069, 24.40342], [15.20141, 12.17426, 24.26411], [16.29813, 11.70233, 25.42812], [20.36699, 16.02302, 21.36817], [21.20418, 17.19375, 21.69696], [22.09208, 17.47815, 20.87203], [21.04398, 17.74164, 22.81917], [20.86817, 15.08899, 21.61522], [20.37334, 16.02261, 20.27189], [19.36076, 16.07810, 21.76961], [10.03545, 15.17863, 21.23912], [10.76921, 15.06372, 22.48894], [10.91140, 14.74643, 20.19865], [8.84723, 14.43491, 21.26757], [9.83611, 16.53448, 20.99672], [14.72865, 20.14568, 18.90445], [15.17358, 18.97170, 18.23643], [14.35410, 19.81776, 20.26989], [15.77343, 21.06910, 18.86438], [13.62922, 20.57274, 18.17175]],
  "gap_ev": 7.35,
  "total_energy_ev": -148112.60931,
  "total_charge": 4,
  "e_above_lowest_ev": 0.000
}

=====

# 2
{
  "formula": "C4H16NO2",
  "method": "ωB97M-V/def2-TZVPD",
  "symbols": ["C", "C", "C", "C", "N", "H", "H", "H", "H", "H", "H", "H", "H", "H", "H", "H", "H", "H", "H", "O", "H", "H", "O"],
  "xyz": [[-1.12391, -0.08544, 0.84348], [-1.57653, -0.59638, -0.54917], [-0.65720, -1.80514, -1.10784], [-0.35325, -1.53031, -2.59456], [0.13251, 0.89482, 0.52912], [-0.79228, -0.93620, 1.56379], [-1.87109, 0.49938, 1.41434], [-1.34634, 0.03320, -1.39434], [-2.67375, -1.01653, -0.58779], [-1.08693, -2.77040, -1.00606], [0.24931, -2.03384, -0.38459], [-0.00669, -0.49136, -2.60238], [0.25958, -2.37365, -3.00601], [-1.26987, -1.46968, -3.22986], [0.68847, 1.33244, 1.26175], [0.85091, 0.59268, -0.19468], [-0.29635, 1.72340, 0.01991], [1.49534, 4.04044, 1.02844], [0.45283, 4.36078, 2.16092], [0.47839, 3.81705, 1.24933], [3.51484, -0.69258, 1.76616], [2.36384, -1.10154, 2.77897], [2.56815, -0.39113, 2.04109]],
  "gap_ev": 11.38,
  "total_energy_ev": -9984.67367,
  "total_charge": 1,
  "e_above_lowest_ev": 2.708
}

=====

# 3
{
  "formula": "C4H3FO2S",
  "method": "ωB97M-V/def2-TZVPD",
  "symbols": ["O", "C", "C", "C", "S", "O", "C", "F", "H", "H", "H"],
  "xyz": [[0.65461, 2.66021, -0.91700], [0.47450, 1.33301, -0.54073], [-0.31768, 0.36377, -1.16603], [-0.28404, -0.79097, -0.46731], [-1.03400, -2.39581, -0.44824], [0.17555, -0.57489, 0.86919], [0.70475, 0.63788, 0.66507], [0.85706, 1.25476, 1.97031], [0.66689, 3.23524, 0.01772], [-0.72668, 0.31827, -2.17649], [-1.21614, -2.45814, 1.03427]],
  "gap_ev": 8.55,
  "smiles": "Oc1cc(S)oc1F",
  "total_energy_ev": -21840.85447,
  "e_above_lowest_ev": 2.577
}

=====

Copy entry 2 word for word.
{
  "formula": "C4H16NO2",
  "method": "ωB97M-V/def2-TZVPD",
  "symbols": ["C", "C", "C", "C", "N", "H", "H", "H", "H", "H", "H", "H", "H", "H", "H", "H", "H", "H", "H", "O", "H", "H", "O"],
  "xyz": [[-1.12391, -0.08544, 0.84348], [-1.57653, -0.59638, -0.54917], [-0.65720, -1.80514, -1.10784], [-0.35325, -1.53031, -2.59456], [0.13251, 0.89482, 0.52912], [-0.79228, -0.93620, 1.56379], [-1.87109, 0.49938, 1.41434], [-1.34634, 0.03320, -1.39434], [-2.67375, -1.01653, -0.58779], [-1.08693, -2.77040, -1.00606], [0.24931, -2.03384, -0.38459], [-0.00669, -0.49136, -2.60238], [0.25958, -2.37365, -3.00601], [-1.26987, -1.46968, -3.22986], [0.68847, 1.33244, 1.26175], [0.85091, 0.59268, -0.19468], [-0.29635, 1.72340, 0.01991], [1.49534, 4.04044, 1.02844], [0.45283, 4.36078, 2.16092], [0.47839, 3.81705, 1.24933], [3.51484, -0.69258, 1.76616], [2.36384, -1.10154, 2.77897], [2.56815, -0.39113, 2.04109]],
  "gap_ev": 11.38,
  "total_energy_ev": -9984.67367,
  "total_charge": 1,
  "e_above_lowest_ev": 2.708
}